(1)
Entry from the OMol25 dataset: C39H31BrNPPbSi as an isolated structure (the ωB97M-V functional and the def2-TZVPD basis).

The calculation puts the maximum force at 1.14 eV/Å. Its orbital gap is 5.221 eV. As for the energy above the lowest of the compared OMol25 structures with the same formula, charge and spin: 1.110 eV. The total charge is +2. The calculation puts the lowest unoccupied orbital energy at -8.013 eV.

The geometry in XYZ format:
```
75
Properties=species:S:1:pos:R:3:lowdin_charge:R:1
Pb -1.06796 -1.11265 -0.25237 1.21
C 5.84208 0.61470 -0.96868 -0.05
C 5.48453 -0.69443 -1.25851 -0.05
C 4.21577 -1.15903 -0.94573 -0.07
C 3.29877 -0.30140 -0.34210 -0.36
C 3.66240 1.01216 -0.04682 -0.11
C 4.93273 1.46698 -0.35604 -0.06
P 1.63233 -0.82879 0.15066 0.97
C 1.41257 -2.49417 -0.57658 -0.50
C 1.34245 -2.59400 -1.97580 -0.15
C 1.23611 -3.83266 -2.58135 -0.05
C 1.16983 -4.98087 -1.79977 -0.04
C 1.21561 -4.88982 -0.41472 -0.04
C 1.33047 -3.65317 0.20080 -0.07
C 1.71297 -1.10993 1.93605 -0.33
C 2.92633 -1.19078 2.58503 -0.05
C 2.98422 -1.37136 3.97389 -0.04
C 1.82709 -1.39602 4.70354 0.01
C 0.56785 -1.27885 4.07323 -0.15
C -0.61948 -1.24325 4.84193 0.00
C -1.83910 -1.15348 4.23255 -0.05
C -1.91959 -1.15020 2.83059 -0.13
C -0.79711 -1.15638 2.02342 -0.30
C 0.48671 -1.18306 2.65632 -0.23
H 6.83481 0.96899 -1.21243 0.12
H 6.19720 -1.36065 -1.72586 0.12
H 3.95212 -2.18747 -1.15550 0.11
H 2.95484 1.66807 0.44505 0.10
H 5.21244 2.48562 -0.12181 0.11
H 1.40735 -1.69655 -2.58310 0.11
H 1.20602 -3.90708 -3.66010 0.12
H 1.08028 -5.94919 -2.27385 0.12
H 1.17051 -5.78656 0.18873 0.12
H 1.38111 -3.58475 1.28043 0.12
H 3.84778 -1.11830 2.02149 0.11
H 3.94470 -1.47084 4.46081 0.12
H 1.85932 -1.50384 5.78063 0.13
H -0.54431 -1.28813 5.92139 0.13
H -2.74748 -1.11305 4.81862 0.12
H -2.90695 -1.15267 2.38292 0.07
Br -7.00774 1.38242 0.43286 0.81
C -5.90322 -0.13782 0.28446 -0.65
C -6.43052 -1.41874 0.27108 -0.07
C -5.55212 -2.48363 0.15234 -0.02
C -4.19730 -2.22709 0.05684 -0.16
N -3.68856 -0.99008 0.06789 -0.09
C -4.53133 0.03658 0.18224 -0.18
H -7.49673 -1.57824 0.35712 0.12
H -5.91494 -3.50150 0.13112 0.12
H -3.48519 -3.04312 -0.02531 0.10
H -4.11221 1.03124 0.20013 0.09
C -4.54734 3.69776 -2.26213 -0.03
C -4.21107 4.18637 -1.00601 -0.05
C -3.09057 3.70547 -0.35335 -0.10
C -2.27916 2.74025 -0.96945 -0.35
C -2.63847 2.24156 -2.23054 -0.10
C -3.77014 2.71409 -2.86571 -0.04
Si -0.68730 2.33500 -0.15302 0.98
C 0.85566 2.67177 -1.09449 -0.36
C 1.67214 3.71010 -0.62623 -0.11
C 2.75311 4.13477 -1.38010 -0.06
C 3.03849 3.52156 -2.59225 -0.04
C 2.24878 2.47428 -3.05315 -0.05
C 1.16081 2.05334 -2.31259 -0.11
H -5.41543 4.09017 -2.77471 0.12
H -4.82651 4.93763 -0.53024 0.12
H -2.83775 4.09122 0.62895 0.11
H -2.03268 1.47948 -2.70880 0.10
H -4.04350 2.32356 -3.83666 0.12
H -0.63391 2.25223 1.31087 0.02
H 1.45412 4.19716 0.31911 0.11
H 3.36915 4.94802 -1.02037 0.12
H 3.87865 3.86373 -3.18185 0.12
H 2.47491 1.99541 -3.99642 0.12
H 0.54051 1.24188 -2.67858 0.09
```

---

(2)
Entry from the OMol25 dataset: an isolated molecule of C3H4N2 (the ωB97M-V functional and the def2-TZVPD basis).

The SMILES is [H]/N=C\CC#N. The calculation puts the maximum force at 2.67 eV/Å. Its orbital gap is 11.159 eV. As for the energy above the lowest of the compared OMol25 structures with the same formula, charge and spin: 1.573 eV. The total charge is 0. The calculation puts the lowest unoccupied orbital energy at 0.666 eV.

The geometry in XYZ format:
```
9
Properties=species:S:1:pos:R:3:lowdin_charge:R:1
C 1.21950 0.40799 0.51284 -0.31
C -0.52868 -0.16035 -0.71112 -0.26
C 0.28116 -0.62112 0.51186 -0.16
N 1.87087 1.33802 0.49282 0.18
N -1.33564 0.79821 -0.90617 0.11
H -0.34800 -0.79130 -1.55046 0.09
H -0.44617 -0.70100 1.34700 0.13
H 0.88682 -1.59946 0.37281 0.15
H -1.59988 1.32902 -0.06957 0.06
```

---

(3)
Entry from the OMol25 dataset: an isolated molecule of C4H11NS2 (the ωB97M-V functional and the def2-TZVPD basis).

The SMILES is CNCCCSS. The calculation puts the maximum force at 1.97 eV/Å. Its orbital gap is 8.906 eV. As for the energy above the lowest of the compared OMol25 structures with the same formula, charge and spin: 1.070 eV. The total charge is 0. The calculation puts the lowest unoccupied orbital energy at 0.446 eV.

The geometry in XYZ format:
```
18
Properties=species:S:1:pos:R:3:lowdin_charge:R:1
S 1.80276 0.68812 -1.90696 0.33
S 1.55832 0.21082 0.14879 0.44
C 0.58224 -1.30780 -0.05267 -0.59
C -0.90163 -1.22991 -0.42281 -0.26
C -1.80084 -0.90017 0.75283 -0.27
N -1.67598 0.50839 1.13817 -0.13
C -2.80472 1.09897 1.87064 -0.13
H 3.12806 0.67819 -1.95547 -0.22
H 1.15420 -1.89689 -0.76523 0.05
H 0.60292 -1.65493 0.97945 0.06
H -1.00504 -0.41543 -1.15136 0.10
H -1.29833 -2.14748 -0.86404 0.11
H -1.71858 -1.56991 1.62665 0.12
H -2.84841 -1.01781 0.44253 0.11
H -0.85499 0.65169 1.69615 0.06
H -3.16314 1.97894 1.30455 0.07
H -3.71255 0.51786 2.01362 0.07
H -2.40753 1.58637 2.76223 0.07
```

---

(4)
Entry from the OMol25 dataset: a 2-piece molecular cluster, CH5BrN2 overall (the ωB97M-V functional and the def2-TZVPD basis).

The calculation puts the maximum force at 2.27 eV/Å. Its orbital gap (spin up / spin down) is 8.349 / 8.884 eV. As for the energy above the lowest of the compared OMol25 structures with the same formula, charge and spin: 2.329 eV. The total charge is 0. The calculation puts the lowest unoccupied orbital energy (spin up / spin down) at 0.400 / 0.827 eV.

The geometry in XYZ format:
```
9
Properties=species:S:1:pos:R:3:lowdin_charge:R:1
C 0.07421 1.31641 -0.63478 -0.53
N -0.05376 -1.39376 0.77999 -0.08
N 0.76123 -0.88989 -0.15205 -0.06
Br -1.06867 1.91717 0.77888 0.53
H 1.13384 1.22314 -0.35482 -0.01
H -0.34199 1.58062 -1.59267 -0.03
H 0.13201 -0.86245 1.63374 0.08
H -0.98715 -1.57470 0.48065 0.08
H 0.35029 -1.31653 -0.93895 0.02
```